ORCA calculation (the ωB97M-V functional and the def2-TZVPD basis) on C4H6N2 in the gas phase.

Output
E_LUMO   0.8250 eV
E_HOMO   -8.7 eV
Kohn-Sham gap   9.488 eV
Energy relative to the best compared isomer or geometry (same formula, charge and spin)   7.187 eV
Charge   0
2S+1   1

```
12
Properties=species:S:1:pos:R:3:forces:R:3
N 0.211 1.648 -0.010 0.34 -0.01 0.08
C 0.363 0.470 -0.915 0.03 -0.11 -0.52
C 0.942 -0.443 0.187 -0.81 -0.74 -0.25
N -0.410 -1.582 -0.218 -0.51 0.19 -0.01
C -0.867 -0.195 -0.288 -0.76 0.33 -0.17
C -0.104 0.487 0.861 -0.15 -0.13 0.51
H 1.127 2.034 0.229 -0.08 0.01 -0.03
H 0.655 0.543 -1.962 -0.08 -0.03 0.14
H 1.079 -1.536 0.105 2.04 0.02 0.56
H -0.727 -2.006 0.664 0.10 0.21 -0.18
H -1.901 0.014 -0.571 -0.13 0.26 -0.01
H -0.368 0.567 1.916 0.02 -0.01 -0.12
```
Forces are in eV/Å.